# 1
{
  "formula": "C54H85N5O22",
  "method": "ωB97M-V/def2-TZVPD",
  "de_lowest_kcal_mol": 43.86,
  "lumo_ev": -0.81,
  "smiles": "O=[N+]([O-])c1ccccc1.O=[N+]([O-])c1ccccc1.O=[N+]([O-])c1ccccc1.O=[N+]([O-])c1ccccc1.O=[N+]([O-])c1ccccc1.COCCOC.COCCOC.COCCOC.COCCOC.COCCOC.COCCOC",
  "multiplicity": 1,
  "e_tot_ev": -109848.2638,
  "symbols": ["O", "N", "O", "C", "C", "C", "C", "C", "C", "H", "H", "H", "H", "H", "O", "N", "O", "C", "C", "C", "C", "C", "C", "H", "H", "H", "H", "H", "O", "N", "O", "C", "C", "C", "C", "C", "C", "H", "H", "H", "H", "H", "O", "N", "O", "C", "C", "C", "C", "C", "C", "H", "H", "H", "H", "H", "O", "N", "O", "C", "C", "C", "C", "C", "C", "H", "H", "H", "H", "H", "C", "O", "C", "C", "O", "C", "H", "H", "H", "H", "H", "H", "H", "H", "H", "H", "C", "O", "C", "C", "O", "C", "H", "H", "H", "H", "H", "H", "H", "H", "H", "H", "C", "O", "C", "C", "O", "C", "H", "H", "H", "H", "H", "H", "H", "H", "H", "H", "C", "O", "C", "C", "O", "C", "H", "H", "H", "H", "H", "H", "H", "H", "H", "H", "C", "O", "C", "C", "O", "C", "H", "H", "H", "H", "H", "H", "H", "H", "H", "H", "C", "O", "C", "C", "O", "C", "H", "H", "H", "H", "H", "H", "H", "H", "H", "H"],
  "coordinates": [[1.5166, 1.6262, -0.3374], [1.0518, 0.7005, 0.2899], [1.6136, 0.1327, 1.2034], [-0.2807, 0.2035, -0.0614], [-1.1005, -0.3720, 0.9202], [-2.3293, -0.8927, 0.5661], [-2.7438, -0.7740, -0.7718], [-1.9965, -0.0630, -1.6890], [-0.7999, 0.5271, -1.2856], [-0.7096, -0.4672, 1.9243], [-2.9269, -1.3788, 1.3225], [-3.7198, -1.1400, -1.0677], [-2.3010, -0.0325, -2.7254], [-0.1055, 0.9535, -1.9973], [0.3698, -3.5537, 2.5604], [-0.1485, -3.2914, 3.6158], [-0.9717, -2.3980, 3.7558], [0.1578, -4.0641, 4.7789], [1.0112, -5.1643, 4.7065], [1.3508, -5.9193, 5.8283], [0.8134, -5.5518, 7.0603], [0.0088, -4.4183, 7.1919], [-0.2308, -3.6928, 6.0574], [1.3036, -5.5000, 3.7175], [2.0275, -6.7561, 5.7559], [1.1249, -6.1835, 7.8844], [-0.4125, -4.1467, 8.1475], [-0.9337, -2.8707, 6.1571], [-5.7805, -2.4901, -3.7065], [-5.7455, -3.6436, -4.0913], [-6.7163, -4.3002, -4.4040], [-4.3984, -4.1845, -4.3394], [-4.2435, -5.3818, -5.0203], [-3.0060, -5.9400, -5.2943], [-1.8997, -5.2686, -4.7615], [-2.0443, -4.0356, -4.1163], [-3.2898, -3.5145, -3.8295], [-5.0665, -5.9774, -5.3986], [-2.8392, -6.8837, -5.7891], [-0.8805, -5.6210, -4.8594], [-1.1312, -3.5520, -3.7956], [-3.4284, -2.6008, -3.2711], [-10.1547, 2.8642, -1.7905], [-9.5832, 1.9499, -2.3508], [-9.6545, 1.7114, -3.5325], [-8.7592, 1.0668, -1.5126], [-8.4297, -0.1925, -1.9797], [-7.5188, -0.9675, -1.2692], [-6.8530, -0.4083, -0.1901], [-7.1856, 0.8482, 0.2864], [-8.2209, 1.5569, -0.3230], [-9.0690, -0.5797, -2.7633], [-7.3391, -1.9817, -1.5925], [-6.0837, -1.0219, 0.2636], [-6.7420, 1.3286, 1.1470], [-8.4886, 2.4964, 0.1379], [0.8690, -1.0461, 8.8243], [2.0128, -1.2511, 8.4336], [2.8812, -1.7078, 9.1272], [2.2397, -0.8775, 7.0486], [1.2137, -0.4497, 6.2106], [1.4922, -0.2469, 4.8572], [2.7450, -0.4727, 4.3268], [3.7740, -0.8973, 5.1752], [3.5217, -1.0004, 6.5328], [0.3487, -0.0425, 6.7158], [0.7216, 0.1580, 4.2131], [2.9821, -0.3931, 3.2738], [4.7599, -0.9442, 4.7329], [4.3873, -1.2610, 7.1303], [3.3188, -3.5152, 0.9142], [4.4502, -2.7583, 0.5204], [4.1695, -1.4601, 0.0305], [5.3795, -0.8983, -0.6982], [6.5934, -1.0201, -0.0088], [7.4761, 0.0021, -0.3858], [3.7835, -4.4427, 1.2520], [2.6308, -3.7408, 0.0963], [2.8496, -3.0211, 1.7699], [3.9440, -0.8676, 0.9292], [3.2500, -1.4236, -0.5621], [5.1655, 0.1652, -0.8708], [5.3596, -1.3140, -1.7137], [7.0830, 1.0029, -0.1636], [7.6511, 0.0027, -1.4682], [8.4419, -0.0596, 0.1109], [-5.1452, 1.3299, -4.2499], [-3.7542, 1.2474, -4.1407], [-2.9859, 2.1057, -4.9257], [-2.7514, 3.5061, -4.3779], [-1.8529, 3.4281, -3.2900], [-0.4593, 3.1694, -3.5266], [-5.4638, 0.9445, -5.2255], [-5.5115, 2.3542, -4.0952], [-5.6517, 0.7745, -3.4587], [-3.3079, 2.0779, -5.9799], [-1.9985, 1.6570, -5.0837], [-3.6796, 3.8951, -3.9558], [-2.4207, 4.2220, -5.1368], [-0.0612, 3.3528, -2.5318], [-0.1079, 4.0396, -4.0914], [-0.1353, 2.2490, -4.0083], [-5.7370, 1.9391, 6.5731], [-6.2453, 1.6643, 5.2761], [-5.9429, 2.5969, 4.2806], [-4.5859, 2.2042, 3.6101], [-4.5687, 0.9762, 2.8940], [-4.4057, -0.1571, 3.7587], [-6.2431, 1.2050, 7.1922], [-5.9538, 2.9597, 6.9046], [-4.6453, 1.8574, 6.5638], [-5.8125, 3.6244, 4.6440], [-6.6740, 2.7154, 3.4789], [-3.8236, 2.2529, 4.3917], [-4.3555, 2.9123, 2.8127], [-3.5051, -0.0138, 4.3593], [-4.6725, -1.0333, 3.1764], [-5.1813, -0.1447, 4.5344], [5.0181, 3.3204, -5.9728], [3.8867, 3.5888, -5.1851], [3.7802, 2.7408, -4.0758], [3.3188, 3.4451, -2.7827], [3.9963, 4.6439, -2.4946], [3.4631, 5.2550, -1.3240], [4.9507, 2.3395, -6.4559], [5.9358, 3.4873, -5.4008], [5.0508, 4.0413, -6.7933], [4.7456, 2.3312, -3.7720], [2.9679, 2.0271, -4.2381], [3.3331, 2.7732, -1.9125], [2.2352, 3.6587, -2.7746], [4.0656, 6.1375, -1.1180], [3.5055, 4.6123, -0.4410], [2.4458, 5.5378, -1.6170], [7.2368, 5.3760, 4.4352], [6.2372, 4.5147, 3.9355], [6.8091, 3.4627, 3.2080], [5.7666, 2.4149, 2.9104], [4.7783, 2.8059, 1.9708], [3.5373, 3.1512, 2.5129], [6.8376, 6.1170, 5.1258], [7.6759, 5.9434, 3.6065], [8.0271, 4.8287, 4.9566], [7.5579, 2.8931, 3.7777], [7.2951, 3.7947, 2.2836], [5.2757, 2.2018, 3.8717], [6.1507, 1.4299, 2.6372], [2.8931, 2.2876, 2.7124], [3.0061, 3.7410, 1.7558], [3.6224, 3.8794, 3.3273], [0.5225, -2.6794, -7.0138], [1.3776, -1.8737, -6.1934], [2.5435, -2.5488, -5.7893], [3.3948, -1.5605, -5.0051], [3.0590, -1.4832, -3.6191], [1.7521, -1.0771, -3.3456], [1.1019, -3.1549, -7.8116], [-0.1474, -1.9996, -7.5363], [0.0504, -3.3716, -6.3140], [3.0986, -2.9332, -6.6613], [2.3377, -3.4944, -5.2628], [3.1575, -0.5801, -5.4289], [4.4558, -1.7843, -5.0672], [1.5589, -1.1946, -2.2766], [1.0358, -1.8329, -3.7049], [1.3517, -0.1343, -3.7286]],
  "forces_ev_per_angstrom": [[0.1292, 0.1533, -0.2426], [-0.3565, -0.2257, 0.1878], [0.2068, -0.0414, 0.3889], [-1.3955, 0.8125, 0.9257], [1.0371, -0.4198, 0.0453], [0.2239, 0.3992, -0.6213], [-0.4526, 0.2023, 0.6976], [0.2981, 0.0001, 0.0543], [0.8875, -1.2396, -1.2375], [-0.0978, -0.1393, 0.0155], [-0.1148, 0.0018, -0.0530], [0.0733, -0.2531, -0.0367], [-0.1853, 0.3876, 0.0444], [-0.3387, 0.3641, -0.0770], [0.5142, -0.4034, -0.3831], [-1.1134, 0.8463, -0.1557], [0.0020, 0.1329, 0.1106], [1.8741, -1.5078, 2.0321], [-0.2180, -0.5571, -1.1248], [-0.6610, 1.0710, -0.0514], [0.7421, -0.3547, -0.0019], [0.9263, -1.2366, -0.1043], [-2.2227, 1.4969, -0.3999], [0.3011, 0.1326, 0.0839], [-0.0721, -0.0928, -0.1243], [-0.3749, 0.2547, 0.3150], [0.0218, 0.1832, -0.0269], [0.3057, 0.2057, -0.1422], [-0.2491, -0.0069, 0.4534], [0.2347, 0.4221, -0.9733], [0.1727, -0.1747, 0.3183], [0.5914, -0.7349, 0.3864], [-0.7205, -1.0346, -0.9062], [1.2365, 1.0091, 1.3807], [-0.0582, 0.6145, -0.3629], [0.3272, -0.7203, 0.2027], [-0.4229, 0.1867, -0.4836], [-0.4475, 0.5666, 0.2297], [-0.4377, -0.0384, -0.1442], [-0.1075, -0.2904, -0.2231], [-0.1510, 0.2108, 0.2151], [0.0788, 0.0523, -0.0519], [0.0426, 0.1847, 0.0161], [-0.5251, -0.1231, 0.7609], [0.0854, -0.1638, -0.4229], [0.7825, 0.2929, 0.5351], [-0.8347, -0.2024, 0.3024], [-0.4413, 0.4634, -0.4454], [0.4410, -0.5479, 0.0573], [-0.9069, 0.2380, -0.1120], [0.6213, 0.0222, -0.2382], [0.5646, -0.1187, -0.3610], [0.1612, -0.0009, 0.0246], [0.0437, 0.2504, 0.2754], [0.3458, -0.4369, 0.0855], [-0.2725, 0.1503, -0.4766], [0.0519, -0.2057, 0.1358], [-1.7043, 0.9541, 0.3438], [0.7916, -0.2568, -0.1456], [1.1995, -0.2218, -1.3675], [0.5552, 0.7489, 0.5188], [-0.6904, 0.3789, 0.1282], [0.6994, -1.0113, 0.3326], [-0.8240, 1.3171, -0.4277], [1.1016, -1.0091, -0.0955], [-0.5184, -0.5687, -0.4152], [-0.0967, -0.0751, 0.0563], [-0.3745, 0.2828, -0.0653], [0.1556, -0.3659, 0.3878], [-0.3933, -0.0788, 0.4626], [1.2195, 0.1369, 0.4327], [0.0030, -0.3160, -1.0465], [0.3400, -0.0433, 1.7463], [-1.3030, 0.5233, -0.7155], [0.0154, -0.1812, 0.3046], [0.1507, 0.7100, -0.5279], [-0.4164, -0.1628, 0.1011], [-0.1500, 0.2801, 0.0027], [-0.4675, -0.1167, -0.1580], [0.0843, 0.3676, -0.1722], [0.2480, -0.0931, -0.4693], [-0.1161, 0.0992, 0.1622], [0.6630, -0.3873, 0.0517], [-0.2383, -0.0653, 0.1634], [0.0894, -0.1790, -0.0571], [-0.1097, -0.5104, 0.1874], [-0.6378, 0.6541, -0.2280], [0.5928, -0.5120, 0.9800], [0.5158, 0.0184, -1.7028], [-0.1072, -0.6581, 0.3824], [0.0911, -0.5450, 0.3036], [-0.9003, 2.3558, 0.2606], [-0.1786, 0.1415, 0.0600], [0.1053, 0.0546, -0.3703], [0.4830, -0.3922, -0.0294], [-0.6656, 0.4892, 0.1589], [0.0403, -0.2411, 0.6376], [0.0103, 0.0517, 0.0323], [0.1981, -0.1730, -0.1969], [0.4287, -0.7300, 0.0170], [0.3758, -0.2817, -0.4588], [-0.3671, -0.2821, 0.1355], [0.0524, 0.1831, -0.7758], [-1.1674, 0.3594, 0.0550], [2.0445, 0.1242, -1.0669], [-0.7436, 0.4165, -0.5607], [-0.1955, -0.2306, 0.8191], [-1.6214, 1.1668, 0.6943], [0.3901, 0.0717, 0.3849], [-0.3111, -0.0400, -0.0314], [-0.0109, -0.3465, 0.3277], [0.0208, -0.0671, 0.4373], [-0.5558, -0.7546, 0.3464], [0.3416, -0.2224, -0.1067], [0.0838, 0.4466, 0.3305], [0.6464, -0.8893, -0.6404], [1.1345, -0.3044, -0.0753], [-0.1226, 0.0601, -0.1849], [-0.0057, 0.4865, -0.5297], [-0.1331, 0.2875, 0.0813], [-0.3652, 0.8378, 1.7166], [-1.2163, 0.5928, 0.2606], [0.7226, -0.4056, 0.2007], [0.1479, 0.0873, -0.9908], [0.2890, -0.1795, 0.3283], [0.0569, -0.4615, 0.0203], [-0.2374, 0.0954, 0.1323], [0.0384, -0.5624, -0.6141], [0.4990, -0.6793, -0.1729], [0.7049, -0.4199, -0.2305], [-0.0276, 0.2248, -0.6896], [-0.0820, 0.0673, -0.0921], [-0.1898, -0.2048, -0.1085], [-0.1649, 0.1430, 0.7303], [0.2508, 0.4515, -0.3380], [0.1281, 0.0400, 0.4468], [0.1075, -1.1117, -0.5696], [-1.3665, -0.2012, 0.7481], [0.7169, -0.1470, -0.2339], [-0.7384, 1.0796, -0.5517], [-0.4352, -0.2426, -0.0007], [0.2114, -0.0769, 0.0106], [0.0084, -0.1101, -0.0369], [0.2162, 0.4266, 0.2822], [-0.0483, 0.2608, -0.0100], [-0.0752, 0.1472, 0.0421], [0.5421, 0.2784, -0.4741], [0.2533, -0.0238, 0.4123], [0.0846, -0.2892, -0.1974], [0.1026, -0.5616, 0.4095], [0.8676, 0.7394, 0.5067], [-0.1824, -0.0493, -0.6300], [0.4756, -0.4662, -0.3775], [-1.0518, 0.1687, 0.4540], [0.6227, 0.2520, -0.0762], [-1.5714, -1.6945, 0.4523], [0.0297, -0.4121, 0.2404], [-0.3952, -0.1015, 0.4126], [-0.4415, -0.3328, -0.6596], [0.0610, 0.4738, -0.1679], [-0.2468, 0.3386, 0.5399], [0.4186, 0.0684, -0.3205], [0.0039, -0.0143, 0.0661], [0.5537, 0.6608, 0.1684], [0.0605, 0.0833, -0.4500], [0.7702, 0.3390, -0.0908]]
}

***

# 2
{
  "formula": "C5H5NOS",
  "method": "ωB97M-V/def2-TZVPD",
  "de_lowest_kcal_mol": 95.19,
  "lumo_ev": 0.49,
  "smiles": "C1=C[C@H]2CON=C2S1",
  "multiplicity": 1,
  "e_tot_ev": -19634.8638,
  "symbols": ["C", "C", "C", "C", "O", "N", "C", "S", "H", "H", "H", "H", "H"],
  "coordinates": [[1.0383, -0.4683, -1.7173], [-0.1675, -0.6576, -1.1621], [-0.4302, 0.3646, -0.0815], [-0.9795, -0.0746, 1.1966], [-0.5025, 1.0509, 2.1039], [0.9408, 1.1091, 1.7709], [0.9516, 0.5576, 0.5647], [2.2209, 0.2049, -0.6066], [1.4827, -0.9600, -2.5351], [-0.8134, -1.2052, -1.7816], [-0.9930, 1.1367, -0.5430], [-2.1371, 0.0495, 1.2563], [-0.6111, -1.1076, 1.5346]],
  "forces_ev_per_angstrom": [[0.1052, -0.8094, 2.2596], [1.3652, 1.5156, -1.3429], [1.3865, -3.4224, 0.3334], [-3.5752, 0.8671, 2.5862], [1.0949, -1.8931, -1.0139], [-1.2242, -1.9898, -2.8400], [0.3931, 3.2330, 0.7762], [0.4034, 1.0001, 0.6196], [0.0834, -0.4999, -1.0837], [-1.5820, -0.5048, -0.1874], [0.0464, 1.5000, 0.0584], [1.9590, -0.6086, 0.0905], [-0.4560, 1.6121, -0.2560]]
}